Below is a cluster of 9 separate species, C46H106N4O9 in total in a non-equilibrium geometry, with properties calculated with ωB97M-V with the def2-TZVPD basis set.

Computed properties:
HOMO-LUMO gap   9.048 eV
Relative energy (zero: lowest compared OMol25 entry of this formula, charge and spin)   0.0 kcal per mole
Highest occupied orbital energy   -0.311 hartree
SMILES   CC1(C)CCCC(C)(C)N1O.CC1(C)CCCC(C)(C)N1O.CC1(C)CCCC(C)(C)N1O.CC1(C)CCCC(C)(C)N1O.CCO.CCO.CCO.CCO.CCO
2S+1   1
LUMO energy   0.0214 Eh

Bonds (Å) are listed after each position.
Atoms and positions in Å:
1 C 18.002 -11.746 13.617  C2 1.610, H12 1.088, H13 1.081, H14 1.125
2 C 16.673 -11.454 12.756  C1 1.610, C3 1.545, C4 1.521, N10 1.558
3 C 16.406 -12.735 11.934  C2 1.545, H15 1.121, H16 1.075, H17 1.095
4 C 15.484 -11.205 13.670  C2 1.521, C5 1.566, H18 1.071, H19 1.078
5 C 15.492 -9.799 14.359  C4 1.566, C6 1.555, H20 1.096, H21 1.098
6 C 15.569 -8.766 13.199  C5 1.555, C7 1.514, H22 1.118, H23 1.058
7 C 16.828 -8.910 12.372  C6 1.514, C8 1.588, C9 1.556, N10 1.463
8 C 16.640 -7.868 11.188  C7 1.588, H24 1.044, H25 1.150, H26 1.110
9 C 18.121 -8.586 13.174  C7 1.556, H27 1.092, H28 1.137, H29 1.087
10 N 16.779 -10.246 11.778  C2 1.558, C7 1.463, O11 1.466
11 O 17.929 -10.489 10.903  N10 1.466, H30 0.985
12 H 18.864 -11.536 12.986  C1 1.088
13 H 17.985 -11.178 14.536  C1 1.081
14 H 18.019 -12.857 13.793  C1 1.125
15 H 15.528 -12.584 11.254  C3 1.121
16 H 17.219 -12.999 11.281  C3 1.075
17 H 16.109 -13.486 12.673  C3 1.095
18 H 14.595 -11.135 13.077  C4 1.071
19 H 15.443 -12.052 14.335  C4 1.078
20 H 14.614 -9.705 15.007  C5 1.096
21 H 16.392 -9.821 14.987  C5 1.098
22 H 15.627 -7.717 13.582  C6 1.118
23 H 14.689 -8.996 12.659  C6 1.058
24 H 17.533 -7.807 10.651  C8 1.044
25 H 16.392 -6.844 11.651  C8 1.150
26 H 15.804 -8.201 10.539  C8 1.110
27 H 18.122 -7.542 13.496  C9 1.092
28 H 18.965 -8.559 12.414  C9 1.137
29 H 18.433 -9.165 14.040  C9 1.087
30 H 17.563 -10.646 10.002  O11 0.985
31 C 12.783 -10.522 17.012  C32 1.512, H42 1.080, H43 1.097, H44 1.087
32 C 12.439 -11.794 17.754  C31 1.512, C33 1.543, C34 1.542, N40 1.546
33 C 12.977 -13.014 16.977  C32 1.543, H45 1.036, H46 1.081, H47 1.075
34 C 13.083 -11.865 19.153  C32 1.542, C35 1.521, H48 1.113, H49 1.096
35 C 12.498 -13.019 19.954  C34 1.521, C36 1.417, H50 1.080, H51 1.110
36 C 11.084 -12.996 20.029  C35 1.417, C37 1.473, H52 1.125, H53 1.118
37 C 10.318 -12.963 18.772  C36 1.473, C38 1.552, C39 1.491, N40 1.516
38 C 10.124 -14.304 18.014  C37 1.552, H54 1.101, H55 1.095, H56 1.079
39 C 8.919 -12.645 19.177  C37 1.491, H57 1.062, H58 1.124, H59 1.097
40 N 10.910 -11.812 17.983  C32 1.546, C37 1.516, O41 1.439
41 O 10.279 -11.743 16.692  N40 1.439, H60 1.003
42 H 13.811 -10.215 17.137  C31 1.080
43 H 12.491 -10.672 15.966  C31 1.097
44 H 12.251 -9.643 17.366  C31 1.087
45 H 12.620 -13.077 16.007  C33 1.036
46 H 14.013 -12.707 16.939  C33 1.081
47 H 12.813 -13.861 17.619  C33 1.075
48 H 14.180 -11.955 18.991  C34 1.113
49 H 12.968 -10.939 19.726  C34 1.096
50 H 12.728 -14.013 19.599  C35 1.080
51 H 12.855 -13.071 21.004  C35 1.110
52 H 10.668 -12.156 20.651  C36 1.125
53 H 10.660 -13.856 20.603  C36 1.118
54 H 9.524 -15.060 18.544  C38 1.101
55 H 11.022 -14.832 17.676  C38 1.095
56 H 9.528 -13.930 17.195  C38 1.079
57 H 8.907 -11.692 19.645  C39 1.062
58 H 8.471 -13.403 19.877  C39 1.124
59 H 8.150 -12.593 18.397  C39 1.097
60 H 10.676 -12.461 16.116  O41 1.003
61 C 15.770 -7.964 22.209  C62 1.508, H72 1.047, H73 1.092, H74 1.070
62 C 14.796 -8.558 23.195  C61 1.508, C63 1.513, C64 1.548, N70 1.488
63 C 14.718 -10.030 22.857  C62 1.513, H75 1.165, H76 1.086, H77 1.130
64 C 15.136 -8.386 24.696  C62 1.548, C65 1.532, H78 1.127, H79 1.115
65 C 15.145 -6.911 25.106  C64 1.532, C66 1.527, H80 1.108, H81 1.109
66 C 13.709 -6.426 24.916  C65 1.527, C67 1.541, H82 1.107, H83 1.090
67 C 13.173 -6.559 23.477  C66 1.541, C68 1.530, C69 1.509, N70 1.500
68 C 11.663 -6.325 23.552  C67 1.530, H84 1.122, H85 1.084, H86 1.093
69 C 13.690 -5.523 22.511  C67 1.509, H87 1.096, H88 1.087, H89 1.108
70 N 13.425 -7.986 23.089  C62 1.488, C67 1.500, O71 1.465
71 O 12.933 -8.210 21.728  N70 1.465, H90 1.014
72 H 15.266 -7.311 21.564  C61 1.047
73 H 16.510 -7.309 22.673  C61 1.092
74 H 16.321 -8.724 21.696  C61 1.070
75 H 15.755 -10.561 22.829  C63 1.165
76 H 14.161 -10.617 23.580  C63 1.086
77 H 14.270 -10.213 21.836  C63 1.130
78 H 14.394 -8.986 25.295  C64 1.127
79 H 16.164 -8.762 24.908  C64 1.115
80 H 15.459 -6.692 26.146  C65 1.108
81 H 15.832 -6.379 24.418  C65 1.109
82 H 13.656 -5.344 25.144  C66 1.107
83 H 13.070 -6.993 25.592  C66 1.090
84 H 11.135 -6.987 24.289  C68 1.122
85 H 11.114 -6.463 22.627  C68 1.084
86 H 11.442 -5.326 23.935  C68 1.093
87 H 14.785 -5.531 22.487  C69 1.096
88 H 13.368 -4.528 22.807  C69 1.087
89 H 13.255 -5.775 21.523  C69 1.108
90 H 12.111 -8.799 21.805  O71 1.014
91 C 9.950 -7.827 10.987  C92 1.528, H102 1.118, H103 1.059, H104 1.088
92 C 9.897 -8.782 12.179  C91 1.528, C93 1.539, C94 1.552, N100 1.523
93 C 10.491 -8.196 13.472  C92 1.539, H105 1.078, H106 1.072, H107 1.098
94 C 8.434 -9.274 12.339  C92 1.552, C95 1.555, H108 1.072, H109 1.068
95 C 8.356 -10.549 13.225  C94 1.555, C96 1.548, H110 1.087, H111 1.103
96 C 9.160 -11.667 12.518  C95 1.548, C97 1.515, H112 1.078, H113 1.120
97 C 10.625 -11.285 12.461  C96 1.515, C98 1.488, C99 1.549, N100 1.513
98 C 11.287 -11.157 13.788  C97 1.488, H114 1.123, H115 1.114, H116 1.092
99 C 11.406 -12.311 11.603  C97 1.549, H117 1.104, H118 1.077, H119 1.070
100 N 10.668 -9.995 11.672  C92 1.523, C97 1.513, O101 1.451
101 O 12.063 -9.624 11.518  N100 1.451, H120 0.965
102 H 10.999 -7.462 11.112  C91 1.118
103 H 9.742 -8.213 10.024  C91 1.059
104 H 9.241 -7.013 11.128  C91 1.088
105 H 10.074 -7.212 13.607  C93 1.078
106 H 10.262 -8.764 14.352  C93 1.072
107 H 11.584 -8.099 13.457  C93 1.098
108 H 7.726 -8.538 12.666  C94 1.072
109 H 8.056 -9.612 11.399  C94 1.068
110 H 8.774 -10.349 14.208  C95 1.087
111 H 7.318 -10.838 13.459  C95 1.103
112 H 8.786 -11.952 11.547  C96 1.078
113 H 9.097 -12.572 13.174  C96 1.120
114 H 10.664 -10.683 14.593  C98 1.123
115 H 12.240 -10.585 13.708  C98 1.114
116 H 11.516 -12.143 14.197  C98 1.092
117 H 11.093 -12.205 10.550  C99 1.104
118 H 11.245 -13.347 11.847  C99 1.077
119 H 12.466 -12.158 11.588  C99 1.070
120 H 12.187 -9.604 10.562  O101 0.965
121 C 10.890 -3.464 15.808  C122 1.478, H124 1.108, H125 1.118, H126 1.049
122 C 11.407 -3.121 14.466  C121 1.478, O123 1.407, H127 1.100, H128 1.126
123 O 11.601 -1.728 14.437  C122 1.407, H129 0.958
124 H 9.999 -2.831 15.991  C121 1.108
125 H 11.704 -3.355 16.567  C121 1.118
126 H 10.609 -4.474 15.858  C121 1.049
127 H 10.730 -3.424 13.653  C122 1.100
128 H 12.361 -3.696 14.303  C122 1.126
129 H 11.294 -1.370 13.603  O123 0.958
130 C 18.536 -10.083 19.153  C131 1.502, H133 1.108, H134 1.123, H135 1.088
131 C 17.843 -9.892 17.833  C130 1.502, O132 1.448, H136 1.091, H137 1.148
132 O 16.404 -10.029 17.753  C131 1.448, H138 1.000
133 H 18.236 -9.412 19.983  C130 1.108
134 H 19.599 -9.871 18.860  C130 1.123
135 H 18.392 -11.115 19.462  C130 1.088
136 H 18.228 -10.569 17.070  C131 1.091
137 H 18.119 -8.824 17.511  C131 1.148
138 H 16.060 -9.507 18.534  O132 1.000
139 C 8.920 -10.651 22.970  C140 1.547, H142 1.059, H143 1.102, H144 1.123
140 C 9.730 -9.345 22.792  C139 1.547, O141 1.389, H145 1.125, H146 1.114
141 O 10.570 -9.444 21.690  C140 1.389, H147 0.994
142 H 8.852 -10.947 23.984  C139 1.059
143 H 9.308 -11.458 22.328  C139 1.102
144 H 7.852 -10.472 22.673  C139 1.123
145 H 10.468 -9.353 23.640  C140 1.125
146 H 9.161 -8.389 22.727  C140 1.114
147 H 9.970 -9.661 20.928  O141 0.994
148 C 14.708 -7.390 17.389  C149 1.522, H151 1.095, H152 1.114, H153 1.096
149 C 13.774 -7.481 18.587  C148 1.522, O150 1.411, H154 1.094, H155 1.098
150 O 14.270 -8.549 19.365  C149 1.411, H156 0.994
151 H 14.791 -8.375 16.918  C148 1.095
152 H 15.688 -6.950 17.685  C148 1.114
153 H 14.287 -6.640 16.710  C148 1.096
154 H 12.732 -7.654 18.305  C149 1.094
155 H 13.741 -6.475 19.028  C149 1.098
156 H 13.755 -8.510 20.215  O150 0.994
157 C 8.701 -8.171 16.918  C158 1.522, H160 1.115, H161 1.086, H162 1.117
158 C 8.566 -9.245 17.989  C157 1.522, O159 1.360, H163 1.112, H164 1.083
159 O 9.689 -9.418 18.737  C158 1.360, H165 0.991
160 H 9.523 -8.306 16.176  C157 1.115
161 H 8.839 -7.199 17.381  C157 1.086
162 H 7.749 -8.061 16.345  C157 1.117
163 H 8.156 -10.186 17.561  C158 1.112
164 H 7.799 -8.972 18.702  C158 1.083
165 H 10.375 -10.082 18.470  O159 0.991

Results of the Löwdin charge analysis, in e, for atoms 1 through 4: -0.01 -0.45 -0.05 -0.14